Arrangement one

Density functional theory data (wB97M-V/def2-TZVPD) for one molecule with the formula C3H7N3O.

Calculated values
Lowest unoccupied orbital energy   0.8 eV

XYZ file:
```
14
C3H7N3O, DFT wB97M-V/def2-TZVPD
C -0.707 -1.313 0.826
N 0.198 -0.212 0.472
C 1.303 -0.462 -0.571
O 2.129 -1.334 -0.465
N 0.920 0.512 -1.360
C -0.407 0.985 -0.299
N -0.374 2.083 0.375
H -1.276 -1.588 -0.064
H -1.387 -0.957 1.602
H -0.136 -2.177 1.176
H 0.594 0.228 1.308
H 1.463 0.885 -2.123
H -1.235 0.626 -0.919
H -1.086 2.725 0.043
```

Atomic partial charges in e from the Löwdin method, atoms 1 to 4: atom 1 (C): -0.006, atom 2 (N): -0.043, atom 3 (C): -0.542, atom 4 (O): 0.078

---

Arrangement two

Density functional theory data (wB97M-V/def2-TZVPD) for one molecule with the formula C3H7N3O.

Calculated values
SMILES   [H]/N=C/NC(=O)NC
Lowest unoccupied orbital energy   0.8 eV

XYZ file:
```
14
C3H7N3O, DFT wB97M-V/def2-TZVPD
H -4.106 -0.393 -0.510
N -3.356 -0.273 0.166
C -2.245 -0.149 -0.438
N -1.083 0.022 0.288
C 0.174 0.061 -0.308
O 0.324 0.058 -1.519
N 1.196 0.098 0.593
C 2.579 0.149 0.182
H -2.063 -0.161 -1.515
H -1.192 0.015 1.292
H 0.992 0.083 1.579
H 2.607 0.143 -0.908
H 3.129 -0.723 0.553
H 3.045 1.070 0.544
```

Atomic partial charges in e from the Löwdin method, atoms 1 to 4: atom 1 (H): 0.037, atom 2 (N): 0.074, atom 3 (C): -0.281, atom 4 (N): 0.090

---

Arrangement three

Density functional theory data (wB97M-V/def2-TZVPD) for one molecule with the formula C3H7N3O.

Calculated values
Lowest unoccupied orbital energy   1.0 eV

XYZ file:
```
14
C3H7N3O, DFT wB97M-V/def2-TZVPD
C -0.987 -1.741 -0.528
N 0.207 -1.196 0.116
C 0.296 0.191 0.176
O -0.729 1.027 -0.428
N 0.253 1.034 1.408
C 0.292 1.865 0.175
N 1.400 1.059 -0.381
H -0.973 -1.490 -1.595
H -1.932 -1.380 -0.095
H -0.936 -2.829 -0.433
H 0.365 -1.583 1.037
H 1.194 1.043 1.816
H 0.209 2.949 0.137
H 1.341 1.051 -1.405
```

Atomic partial charges in e from the Löwdin method, atoms 1 to 4: atom 1 (C): -0.096, atom 2 (N): 0.009, atom 3 (C): -0.569, atom 4 (O): -0.008

---

Arrangement four

Density functional theory data (wB97M-V/def2-TZVPD) for C3H7N3O as an isolated structure.

Calculated values
Lowest unoccupied orbital energy   0.2 eV

XYZ file:
```
14
C3H7N3O, DFT wB97M-V/def2-TZVPD
C 0.802 -1.239 -1.220
C -0.402 0.244 0.224
C -2.229 0.407 1.283
H 1.832 -1.247 -2.137
H -0.400 -1.330 -1.658
H 1.053 -2.176 -0.571
H 1.967 1.328 -0.876
H 1.746 1.171 1.055
H -0.067 1.012 1.064
H -1.790 1.073 1.900
N 0.653 0.073 -0.520
N 1.850 0.602 -0.076
N -1.575 -0.336 0.269
O -3.440 0.420 1.264
```

Atomic partial charges in e from the Löwdin method, atoms 1 to 4: atom 1 (C): -0.082, atom 2 (C): -0.273, atom 3 (C): -0.366, atom 4 (H): 0.164

---

Top of the stability list: arrangement two, leading by 2.574 eV.

---

Arrangement one

Density functional theory data (wB97M-V/def2-TZVPD) for one molecule with the formula C3H7N3O.

Calculated values
Lowest unoccupied orbital energy (spin up / spin down)   0.3 / 0.3 eV

XYZ file:
```
14
C3H7N3O, DFT wB97M-V/def2-TZVPD
C -2.043 -0.029 0.986
C 1.796 0.596 -1.132
N -1.547 -0.229 -0.269
C 0.362 -0.825 0.972
N -0.218 -0.149 -0.270
N 0.354 0.775 -0.972
O 0.420 -2.016 1.081
H -1.987 -0.042 -1.171
H -1.652 0.798 1.563
H -2.980 -0.493 1.252
H 0.955 -0.098 1.550
H 2.030 0.642 -2.199
H 2.183 -0.351 -0.741
H 2.328 1.421 -0.650
```

Atomic partial charges in e from the Löwdin method, atoms 1 to 4: atom 1 (C): -0.019, atom 2 (C): -0.132, atom 3 (N): -0.061, atom 4 (C): -0.253

---

Arrangement two

Density functional theory data (wB97M-V/def2-TZVPD) for a 2-piece molecular cluster, C3H7N3O overall.

Calculated values
Lowest unoccupied orbital energy   1.0 eV

XYZ file:
```
14
C3H7N3O, DFT wB97M-V/def2-TZVPD
C 1.881 0.955 -0.591
N 1.849 -0.486 -0.732
C 1.181 -1.327 -0.181
N 0.507 -2.296 0.216
C -1.333 0.235 0.235
O -1.929 -0.931 0.465
N -2.264 1.191 0.283
H 2.592 1.233 0.194
H 0.882 1.321 -0.333
H 2.225 1.395 -1.530
H -1.226 -1.615 0.395
H 0.878 -2.807 1.009
H -2.001 2.147 0.116
H -3.244 0.985 0.454
```

Atomic partial charges in e from the Löwdin method, atoms 1 to 4: atom 1 (C): -0.114, atom 2 (N): 0.053, atom 3 (C): -0.303, atom 4 (N): 0.100

---

Top of the stability list: arrangement two, leading by 3.515 eV.

---

Arrangement one

Density functional theory data (wB97M-V/def2-TZVPD) for a 2-piece molecular cluster, C3H7N3O overall.

Calculated values
SMILES   C/N=C\NO.C#N
Lowest unoccupied orbital energy   0.6 eV

XYZ file:
```
14
C3H7N3O, DFT wB97M-V/def2-TZVPD
C -0.591 -1.596 0.609
N -0.411 -0.393 1.375
C -0.500 0.783 0.938
N -0.669 1.327 -0.322
O -0.749 0.512 -1.477
H -0.192 -1.549 -0.408
H -1.661 -1.828 0.557
H -0.099 -2.399 1.161
H -0.256 1.577 1.638
H 0.059 2.066 -0.520
H -1.686 0.319 -1.618
C 2.236 0.490 -0.625
N 2.348 -0.120 0.333
H 2.171 0.811 -1.643
```

Atomic partial charges in e from the Löwdin method, atoms 1 to 4: atom 1 (C): -0.162, atom 2 (N): -0.018, atom 3 (C): -0.302, atom 4 (N): -0.067

---

Arrangement two

Density functional theory data (wB97M-V/def2-TZVPD) for one molecule with the formula C3H7N3O.

Calculated values
SMILES   C=CCN(N)N=O
Lowest unoccupied orbital energy   -0.1 eV

XYZ file:
```
14
C3H7N3O, DFT wB97M-V/def2-TZVPD
C 1.498 1.509 1.007
C 0.636 1.168 0.044
C -0.822 0.285 0.291
N -0.601 -1.107 0.305
N -1.519 -1.813 -0.481
N 0.923 -1.083 -0.375
O 0.955 -0.986 -1.565
H 1.753 0.820 1.807
H 2.112 2.400 0.918
H 0.523 1.833 -0.811
H -1.160 0.617 1.272
H -1.435 0.688 -0.522
H -1.543 -1.523 -1.459
H -1.322 -2.808 -0.432
```

Atomic partial charges in e from the Löwdin method, atoms 1 to 4: atom 1 (C): -0.019, atom 2 (C): -0.165, atom 3 (C): -0.182, atom 4 (N): -0.209

---

Arrangement three

Density functional theory data (wB97M-V/def2-TZVPD) for a 2-piece molecular cluster, C3H7N3O overall.

Calculated values
SMILES   CNC#N.NC=O
Lowest unoccupied orbital energy   0.5 eV

XYZ file:
```
14
C3H7N3O, DFT wB97M-V/def2-TZVPD
C -0.012 1.260 -1.220
N 0.918 0.627 -0.270
C 1.550 -0.572 -0.605
N 2.198 -1.270 -1.285
H 0.504 1.752 -2.045
H -0.626 1.982 -0.677
H -0.669 0.496 -1.641
H 1.515 1.306 0.210
N -1.563 -0.740 1.038
C -0.282 -0.856 1.497
O 0.001 -1.057 2.656
H -1.742 -0.615 0.054
H -2.301 -0.987 1.684
H 0.511 -1.325 0.604
```

Atomic partial charges in e from the Löwdin method, atoms 1 to 4: atom 1 (C): -0.088, atom 2 (N): -0.104, atom 3 (C): -0.352, atom 4 (N): 0.167

---

Arrangement four

Density functional theory data (wB97M-V/def2-TZVPD) for a 2-piece molecular cluster, C3H7N3O overall.

Calculated values
Lowest unoccupied orbital energy (spin up / spin down)   -0.3 / -0.4 eV

XYZ file:
```
14
C3H7N3O, DFT wB97M-V/def2-TZVPD
C -0.712 0.849 0.095
C -1.020 -0.398 -0.735
C 1.144 -0.228 0.499
N 2.069 0.150 -0.402
N -2.210 0.478 -0.489
N 1.354 -0.918 1.523
O -3.133 0.045 0.246
H 1.790 0.474 -1.311
H 3.016 -0.197 -0.292
H 0.559 -1.144 2.110
H -0.833 0.918 1.169
H -0.293 1.699 -0.433
H -0.662 -0.380 -1.758
H -1.069 -1.350 -0.220
```

Atomic partial charges in e from the Löwdin method, atoms 1 to 4: atom 1 (C): -0.079, atom 2 (C): -0.130, atom 3 (C): -0.398, atom 4 (N): 0.094

---

Top of the stability list: arrangement three, leading by 1.192 eV.

---

Arrangement one

Density functional theory data (wB97M-V/def2-TZVPD) for one molecule with the formula C3H7N3O.

Calculated values
SMILES   CN(N)/C=N/C=O
Lowest unoccupied orbital energy   0.0 eV

XYZ file:
```
14
C3H7N3O, DFT wB97M-V/def2-TZVPD
C 1.215 0.406 -1.349
N 0.646 0.652 -0.099
N 1.213 1.535 0.786
C -0.291 -0.261 0.283
N -1.078 -1.206 -0.416
C -2.177 -1.746 0.382
O -3.111 -2.461 -0.115
H 1.095 1.220 -2.084
H 0.640 -0.481 -1.601
H 2.346 0.218 -0.923
H 0.429 2.143 0.840
H 1.944 1.091 1.558
H -0.509 0.391 1.315
H -2.362 -1.501 1.422
```

Atomic partial charges in e from the Löwdin method, atoms 1 to 4: atom 1 (C): -0.062, atom 2 (N): -0.372, atom 3 (N): 0.024, atom 4 (C): -0.129

---

Arrangement two

Density functional theory data (wB97M-V/def2-TZVPD) for C3H7N3O as an isolated structure.

Calculated values
Lowest unoccupied orbital energy   0.4 eV

XYZ file:
```
14
C3H7N3O, DFT wB97M-V/def2-TZVPD
C -0.431 -0.322 -1.318
C -1.528 -0.257 0.914
C 0.734 0.206 1.310
H 0.079 -1.325 -1.479
H 0.427 0.563 -0.731
H -0.575 -0.191 -2.501
H -2.537 -0.733 -0.830
H -2.486 0.150 1.352
H 1.754 0.036 2.007
H 2.960 1.411 -0.446
N -1.707 -0.717 -0.318
N -0.518 -0.112 1.846
N 1.205 0.734 0.155
O 2.623 0.557 0.039
```

Atomic partial charges in e from the Löwdin method, atoms 1 to 4: atom 1 (C): -0.093, atom 2 (C): -0.241, atom 3 (C): -0.184, atom 4 (H): 0.042

---

Arrangement three

Density functional theory data (wB97M-V/def2-TZVPD) for one molecule with the formula C3H7N3O.

Calculated values
SMILES   C/N=C(\N)C(N)=O
Lowest unoccupied orbital energy   0.9 eV

XYZ file:
```
14
C3H7N3O, DFT wB97M-V/def2-TZVPD
C -1.126 0.423 1.720
N -0.741 -0.125 0.440
C 0.198 0.279 -0.324
N 0.970 1.392 -0.306
C 0.697 -0.708 -1.400
N 0.123 -1.912 -1.248
O 1.575 -0.406 -2.194
H -1.322 1.504 1.784
H -0.334 0.196 2.454
H -2.037 -0.085 2.062
H 1.620 1.489 -1.075
H 0.722 2.202 0.234
H -0.587 -1.959 -0.528
H 0.379 -2.714 -1.799
```

Atomic partial charges in e from the Löwdin method, atoms 1 to 4: atom 1 (C): -0.135, atom 2 (N): -0.012, atom 3 (C): -0.361, atom 4 (N): 0.160

---

Arrangement four

Density functional theory data (wB97M-V/def2-TZVPD) for one molecule with the formula C3H7N3O.

Calculated values
SMILES   [H]/N=N\N(C)OC=C
Lowest unoccupied orbital energy   0.9 eV

XYZ file:
```
14
C3H7N3O, DFT wB97M-V/def2-TZVPD
H 1.013 -1.246 1.288
N 0.719 -0.534 1.948
N 0.531 0.570 1.399
N 0.438 0.799 0.109
C 0.272 2.004 -0.518
O 0.788 -0.312 -0.699
C 0.098 -1.471 -0.429
C -1.208 -1.562 -0.300
H 0.388 2.767 0.319
H 0.742 2.026 -1.488
H -0.780 2.258 -0.737
H 0.750 -2.184 -0.500
H -1.876 -2.385 -0.222
H -1.876 -0.732 -0.170
```

Atomic partial charges in e from the Löwdin method, atoms 1 to 4: atom 1 (H): 0.015, atom 2 (N): 0.064, atom 3 (N): -0.054, atom 4 (N): -0.228

---

Top of the stability list: arrangement three, leading by 5.242 eV.

---

Arrangement one

Density functional theory data (wB97M-V/def2-TZVPD) for C3H7N3O as an isolated structure.

Calculated values
Lowest unoccupied orbital energy   -0.2 eV

XYZ file:
```
14
C3H7N3O, DFT wB97M-V/def2-TZVPD
C 1.196 -0.934 0.898
C 1.067 0.075 -0.234
C 0.221 1.276 -0.164
H -1.221 -0.453 0.217
H -2.100 -0.843 1.905
H 2.309 -1.561 1.134
H 2.157 0.182 -0.472
H 0.462 -0.219 -1.107
H 0.462 2.363 0.013
H -1.733 0.635 -2.599
N -1.096 -0.705 1.264
N 0.208 -1.386 1.618
N -0.748 1.390 -0.962
O -1.185 0.181 -1.510
```

Atomic partial charges in e from the Löwdin method, atoms 1 to 4: atom 1 (C): -0.217, atom 2 (C): -0.189, atom 3 (C): -0.207, atom 4 (H): 0.042

---

Arrangement two

Density functional theory data (wB97M-V/def2-TZVPD) for one molecule with the formula C3H7N3O.

Calculated values
SMILES   [H]/N=C/NC(=O)NC
Lowest unoccupied orbital energy   0.8 eV

XYZ file:
```
14
C3H7N3O, DFT wB97M-V/def2-TZVPD
H -3.921 0.219 -0.680
N -3.042 0.691 -0.474
C -2.114 -0.172 -0.431
N -0.803 0.188 -0.137
C 0.144 -0.794 0.088
O -0.100 -1.976 -0.096
N 1.356 -0.422 0.622
C 2.196 0.702 0.250
H -2.216 -1.246 -0.593
H -0.642 1.138 0.165
H 1.829 -1.300 0.783
H 1.813 1.651 0.638
H 2.315 0.770 -0.836
H 3.184 0.551 0.699
```

Atomic partial charges in e from the Löwdin method, atoms 1 to 4: atom 1 (H): 0.040, atom 2 (N): 0.079, atom 3 (C): -0.274, atom 4 (N): 0.110

---

Arrangement three

Density functional theory data (wB97M-V/def2-TZVPD) for one molecule with the formula C3H7N3O.

Calculated values
Lowest unoccupied orbital energy   0.8 eV

XYZ file:
```
14
C3H7N3O, DFT wB97M-V/def2-TZVPD
C 1.632 -0.582 -0.040
N 0.402 0.083 0.398
C 0.077 1.455 -0.180
O 0.811 2.407 -0.189
N -1.129 1.099 -0.578
C -1.069 -0.470 -0.062
N -1.803 -0.854 0.931
H 1.588 -0.740 -1.120
H 1.731 -1.546 0.464
H 2.488 0.052 0.195
H 0.322 0.106 1.416
H -1.819 1.737 -0.954
H -0.891 -1.067 -0.969
H -2.340 -1.679 0.689
```

Atomic partial charges in e from the Löwdin method, atoms 1 to 4: atom 1 (C): -0.018, atom 2 (N): -0.029, atom 3 (C): -0.530, atom 4 (O): 0.091

---

Top of the stability list: arrangement two, leading by 2.386 eV.

---

Arrangement one

Density functional theory data (wB97M-V/def2-TZVPD) for one molecule with the formula C3H7N3O.

Calculated values
SMILES   C/C(N)=N\[C@H]1NO1
Lowest unoccupied orbital energy   0.8 eV

XYZ file:
```
14
C3H7N3O, DFT wB97M-V/def2-TZVPD
C 1.392 0.279 0.649
C 0.489 0.237 -0.547
N 1.028 -0.161 -1.704
N -0.707 0.794 -0.618
C -1.642 0.529 0.286
N -1.527 -1.251 0.628
O -1.415 0.017 1.504
H 2.164 -0.487 0.585
H 0.814 0.139 1.557
H 1.871 1.259 0.685
H 0.436 -0.169 -2.521
H 1.983 -0.475 -1.747
H -2.600 1.023 0.124
H -2.286 -1.735 1.118
```

Atomic partial charges in e from the Löwdin method, atoms 1 to 4: atom 1 (C): -0.006, atom 2 (C): -0.416, atom 3 (N): 0.177, atom 4 (N): 0.077

---

Arrangement two

Density functional theory data (wB97M-V/def2-TZVPD) for one molecule with the formula C3H7N3O.

Calculated values
SMILES   [H]/N=C/NC(=O)NC
Lowest unoccupied orbital energy   0.8 eV

XYZ file:
```
14
C3H7N3O, DFT wB97M-V/def2-TZVPD
H -4.117 -0.317 -0.492
N -3.360 -0.174 0.172
C -2.246 -0.172 -0.437
N -1.076 -0.002 0.275
C 0.180 0.002 -0.323
O 0.335 -0.054 -1.531
N 1.194 0.080 0.582
C 2.579 0.170 0.190
H -2.065 -0.297 -1.507
H -1.185 0.127 1.271
H 0.988 0.034 1.566
H 2.628 0.283 -0.893
H 3.131 -0.735 0.469
H 3.015 1.056 0.658
```

Atomic partial charges in e from the Löwdin method, atoms 1 to 4: atom 1 (H): 0.036, atom 2 (N): 0.073, atom 3 (C): -0.282, atom 4 (N): 0.089

---

Arrangement three

Density functional theory data (wB97M-V/def2-TZVPD) for one molecule with the formula C3H7N3O.

Calculated values
SMILES   [H]/N=C/NC(=O)NC
Lowest unoccupied orbital energy   0.6 eV

XYZ file:
```
14
C3H7N3O, DFT wB97M-V/def2-TZVPD
H 0.102 3.698 1.784
N 0.538 2.793 1.650
C -0.141 2.108 0.827
N 0.273 0.843 0.509
C -0.403 0.057 -0.398
O -1.336 0.411 -1.095
N 0.127 -1.170 -0.434
C -0.370 -2.294 -1.209
H -1.063 2.376 0.303
H 1.110 0.501 0.962
H 0.758 -1.522 0.267
H -0.972 -2.052 -2.078
H -1.108 -2.793 -0.523
H 0.760 -2.044 -1.517
```

Atomic partial charges in e from the Löwdin method, atoms 1 to 4: atom 1 (H): 0.035, atom 2 (N): 0.077, atom 3 (C): -0.286, atom 4 (N): 0.091

---

Arrangement four

Density functional theory data (wB97M-V/def2-TZVPD) for C3H7N3O as an isolated structure.

Calculated values
Lowest unoccupied orbital energy   0.9 eV

XYZ file:
```
14
C3H7N3O, DFT wB97M-V/def2-TZVPD
C 1.890 0.766 -0.451
N 0.490 0.825 -0.608
C -0.086 -0.205 -0.100
N 0.675 -1.139 0.630
C -1.545 -0.270 0.231
O -1.958 -1.136 0.991
N -2.306 0.682 -0.356
H 2.413 -0.053 -0.958
H 1.798 -0.051 0.705
H 2.373 1.737 -0.714
H 0.078 -1.624 1.296
H 1.254 -1.808 0.132
H -1.830 1.462 -0.788
H -3.245 0.813 -0.010
```

Atomic partial charges in e from the Löwdin method, atoms 1 to 4: atom 1 (C): -0.168, atom 2 (N): 0.012, atom 3 (C): -0.362, atom 4 (N): 0.075

---

Top of the stability list: arrangement two, leading by 1.968 eV.